No. 1
The following is a DFT calculation (ωB97M-V with the def2-TZVPD basis set) of a structure of composition C24H33HfN2 in a non-equilibrium geometry.

Last column: Löwdin charge in e.
Positions of all 60 atoms, in Å:
C 1.4395 -1.8065 0.4481  -0.3180
C 1.9509 -1.1326 -0.7113  -0.3142
C 0.9978 -1.3277 -1.7970  -0.2777
C -0.0938 -2.0828 -1.2931  -0.2883
C 0.1367 -2.3301 0.1207  -0.3217
Hf 0.0000 0.0000 0.0000  1.4987
C -1.9254 1.7399 -1.7778  -0.5104
C -1.8630 1.1870 -0.3373  -0.3535
H -1.9939 1.9707 0.4230  0.0986
C -2.1988 -0.1590 0.0768  -0.2226
H -2.6098 -0.8589 -0.6630  0.0409
H -2.6213 -0.3036 1.0799  0.0650
C -2.8268 2.9967 -1.8220  -0.0347
H -2.3938 3.8060 -1.2090  0.0908
H -2.9495 3.3744 -2.8534  0.0869
H -3.8257 2.7540 -1.4187  0.0983
C -2.4730 0.6855 -2.7608  -0.0306
H -1.8325 -0.2111 -2.7627  0.0517
H -3.4928 0.3844 -2.4678  0.1062
H -2.5116 1.0784 -3.7911  0.0899
C 3.3405 -0.5720 -0.8588  -0.0378
H 3.6017 0.1004 -0.0246  0.0766
H 4.0875 -1.3895 -0.8758  0.1003
H 3.4467 -0.0081 -1.7983  0.0724
C 1.2118 -0.8877 -3.2183  -0.0161
H 1.7650 0.0640 -3.2674  0.0642
H 1.7966 -1.6439 -3.7765  0.1054
H 0.2559 -0.7440 -3.7461  0.0768
C -1.2114 -2.6952 -2.0872  -0.0287
H -1.3389 -2.2049 -3.0650  0.0739
H -0.9860 -3.7619 -2.2766  0.1054
H -2.1761 -2.6592 -1.5536  0.0771
C -0.7256 -3.1862 1.0069  -0.0277
H -1.7702 -3.1977 0.6553  0.0844
H -0.3627 -4.2327 1.0265  0.1019
H -0.7260 -2.8098 2.0425  0.0654
C 2.1516 -1.9724 1.7605  -0.0301
H 1.4434 -2.1204 2.5909  0.0621
H 2.8218 -2.8522 1.7209  0.1048
H 2.7642 -1.0890 2.0000  0.0832
C 0.5681 2.0069 -1.2667  -0.1643
C -0.4924 2.1209 -2.2028  -0.1561
C 1.8844 2.3926 -1.5975  -0.0743
C -0.1684 2.5456 -3.5047  -0.0098
H 0.3088 1.9779 -0.1596  0.0592
C 2.1774 2.8305 -2.8920  -0.0688
H 2.6628 2.3473 -0.8304  0.1118
C 1.1462 2.8962 -3.8458  -0.0394
H -0.9544 2.6183 -4.2638  0.1222
H 3.1972 3.1247 -3.1601  0.1166
H 1.3672 3.2372 -4.8630  0.1193
N 0.2339 2.2578 3.8348  0.0965
C 0.0231 1.0230 4.3231  -0.0695
C -0.0769 0.1485 3.2633  -0.1207
N 0.0778 0.8437 2.1219  -0.0405
C 0.2587 2.1270 2.4960  -0.1293
H 0.3491 3.1387 4.3828  0.2034
H -0.0590 0.7785 5.3738  0.1320
H -0.2641 -0.9101 3.3287  0.1047
H 0.4073 2.9557 1.8188  0.1382

Cartesian forces (eV/Å) of the 6 atoms listed first:
C -0.364 -0.533 -0.652
C 0.047 -0.733 -0.493
C 0.485 -0.506 0.774
C 0.601 -0.336 0.670
C 0.770 -0.891 -0.716
Hf -1.507 1.090 0.168

Values from the calculation:
**E_LUMO**: -2.8 eV
**HOMO-LUMO gap**: 6.62 eV
**Total charge**: +1
**Maximum force**: 2.34 eV Å⁻¹
**HOMO level**: -9.385 eV


No. 2
The following is a DFT calculation (ωB97M-V with the def2-TZVPD basis set) of a structure of composition C53H46GeN6O4SeZr in a non-equilibrium geometry.

Last column: Löwdin charge in e.
Positions of all 112 atoms, in Å:
Zr 0.2995 -0.0099 -1.5752  1.9682
N 0.2325 -3.2518 -2.1083  0.1251
C -0.8239 -2.8430 -1.2880  -0.3264
C -1.8808 -3.8344 -1.1673  -0.1276
C -2.7105 -3.9226 -0.1276  -0.0322
C -2.5589 -3.0834 1.0986  -0.1204
C -1.6948 -1.0195 0.1137  -0.2178
N -0.7245 -1.7018 -0.6263  0.0358
C 0.8218 -2.6018 -3.1906  -0.3515
C 1.6434 -3.3226 -4.0561  0.0098
C 2.0887 -2.6811 -5.1900  -0.0381
C 1.7040 -1.3667 -5.4574  -0.0349
C 0.9147 -0.7255 -4.5375  -0.0919
N 0.5153 -1.3307 -3.4042  -0.0237
H 0.2605 -4.2544 -2.2069  0.1424
H -2.0153 -4.4707 -2.0297  0.0656
H -3.5420 -4.6135 -0.1968  0.1170
H -3.2943 -3.3637 1.8510  0.1156
H -0.7092 0.5037 1.0714  0.1094
H 1.8991 -4.3515 -3.8447  0.1191
H 2.7230 -3.2119 -5.8881  0.1137
H 2.0017 -0.8627 -6.3645  0.1100
H 0.5306 0.2766 -4.6825  0.1264
C -3.8694 -0.9058 1.2702  -0.0435
C -4.2430 0.3437 0.9545  -0.0623
C -3.4943 1.3991 0.3024  -0.0252
C -2.1733 1.4913 0.0931  -0.1668
N -1.2609 0.3818 0.2189  0.0418
C -2.6912 -1.6042 0.8043  -0.1338
C -1.5282 2.8391 0.0016  -0.0748
C -2.0025 3.8275 0.8667  -0.0388
C -1.4309 5.0895 0.9269  -0.0790
C -0.3394 5.3908 0.1320  -0.0661
C 0.1616 4.4334 -0.7381  0.0053
C -0.4327 3.1865 -0.8062  -0.1336
H -4.5659 -1.5083 1.8421  0.1087
H -5.2254 0.6549 1.2924  0.1072
H -4.0555 2.3046 0.1109  0.1180
H -1.5692 -3.2546 1.5356  0.1104
H -2.8114 3.5798 1.5395  0.1068
H -1.8296 5.8250 1.6139  0.1051
H 0.1192 6.3702 0.1777  0.1056
H 1.0035 4.6424 -1.3842  0.1130
O 2.2277 -1.1635 -1.1184  -0.0833
C 2.4972 -0.3404 -0.2042  -0.6541
O 1.5735 0.4375 0.2050  -0.1156
C 3.8454 -0.2636 0.4505  -0.1485
C 3.7591 0.3847 1.8286  -0.2299
Ge 2.4593 -0.3954 3.1119  1.0374
C 3.3705 -0.5441 4.8378  -0.2768
C 4.4619 -1.4051 4.9593  -0.1129
C 5.1345 -1.5436 6.1640  -0.0897
C 4.7216 -0.8187 7.2748  -0.0929
C 3.6358 0.0378 7.1720  -0.0877
C 2.9665 0.1723 5.9611  -0.1014
C 1.7748 -2.2081 2.7456  -0.2422
C 2.0334 -3.0068 1.6319  -0.0879
C 1.5158 -4.2934 1.5298  -0.0864
C 0.7295 -4.8158 2.5443  -0.0968
C 0.4695 -4.0441 3.6692  -0.0876
C 0.9936 -2.7636 3.7657  -0.1265
C 0.9090 0.7775 3.3646  -0.2723
C 1.0887 2.1482 3.5483  -0.1040
C 0.0085 2.9892 3.7795  -0.0776
C -1.2777 2.4705 3.8360  -0.0939
C -1.4801 1.1117 3.6466  -0.0792
C -0.3924 0.2754 3.4184  -0.1203
H 4.4851 0.2927 -0.2427  0.1350
H 4.2651 -1.2691 0.4966  0.1162
H 3.4791 1.4340 1.7228  0.0703
H 4.7308 0.3596 2.3250  0.0704
H 4.7925 -1.9902 4.1059  0.1022
H 5.9779 -2.2187 6.2389  0.1011
H 5.2438 -0.9248 8.2172  0.1006
H 3.3058 0.6025 8.0351  0.1013
H 2.1167 0.8440 5.9020  0.0928
H 2.6277 -2.6480 0.8058  0.0758
H 1.7347 -4.8877 0.6509  0.1020
H 0.3293 -5.8191 2.4657  0.1037
H -0.1337 -4.4413 4.4761  0.1044
H 0.7947 -2.1902 4.6661  0.1045
H 2.0849 2.5776 3.5085  0.1054
H 0.1711 4.0516 3.9115  0.1056
H -2.1198 3.1263 4.0178  0.1047
H -2.4825 0.6993 3.6739  0.1043
H -0.5705 -0.7868 3.2818  0.0878
Se -2.5304 -2.5237 -3.8955  0.6474
C -3.5164 -0.9250 -4.2004  -0.7004
C -4.1737 -0.2710 -3.1537  -0.1653
C -4.8678 0.9078 -3.3648  -0.1091
C -4.9362 1.4719 -4.6349  -0.1252
C -4.3013 0.8263 -5.6869  -0.1188
C -3.6025 -0.3553 -5.4718  -0.1573
H -4.1174 -0.6913 -2.1562  0.0819
H -5.3581 1.3942 -2.5278  0.0906
H -5.4804 2.3935 -4.8004  0.0892
H -4.3460 1.2446 -6.6861  0.0927
H -3.1017 -0.8431 -6.2993  0.0829
C 2.3963 3.4362 -4.3087  -0.0073
N 1.1740 3.2298 -3.5452  -0.1051
C -0.0637 3.6093 -4.0572  -0.0904
C -1.1260 2.7426 -3.7998  -0.0146
C -0.9667 1.8440 -2.7664  -0.4010
O -1.4422 0.6070 -2.5271  -0.2240
N 0.0167 2.2227 -1.7462  -0.0853
C 1.1508 2.2832 -2.5957  -0.4599
O 1.9200 1.2155 -2.5378  -0.1508
H 2.2177 4.2398 -5.0185  0.0884
H 2.6603 2.5284 -4.8525  0.0903
H 3.2189 3.7064 -3.6476  0.0932
H -0.1034 4.5171 -4.6383  0.0994
H -2.0215 2.7349 -4.4098  0.1088

Cartesian forces (eV/Å) of the 6 atoms listed first:
Zr 0.467 1.127 -0.073
N 0.141 -0.063 0.145
C -0.343 -0.155 -0.284
C 0.048 0.042 0.243
C 0.001 -0.045 -0.026
C -0.001 0.018 0.031

Values from the calculation:
**E_LUMO**: -1.0 eV
**HOMO-LUMO gap**: 4.76 eV
**Total charge**: 0
**Maximum force**: 1.22 eV Å⁻¹
**HOMO level**: -5.713 eV


No. 3
The following is a DFT calculation (ωB97M-V with the def2-TZVPD basis set) of a structure of composition C40H43MgN3O7S2 in a non-equilibrium geometry.

Last column: Löwdin charge in e.
Positions of all 96 atoms, in Å:
Mg -0.3039 -0.1546 -0.1767  0.5966
C 2.9533 3.1564 2.7097  -0.0662
O 1.9913 3.4449 1.7320  -0.0879
C 1.9684 4.6803 1.1627  -0.2143
C 2.8450 5.7057 1.4870  -0.0194
C 2.7124 6.9613 0.9162  -0.0931
C 1.6917 7.2124 0.0213  -0.0978
C 0.8285 6.1928 -0.3348  -0.0153
C 0.9652 4.9162 0.1962  -0.1615
N 0.0469 3.9395 -0.1845  0.1791
C 0.2617 2.6096 -0.4979  -0.3641
N 1.5466 2.2619 -0.6395  0.1662
C 2.1788 1.0506 -0.9159  -0.1937
C 1.4825 -0.1090 -1.2351  -0.0749
C 2.2773 -1.1645 -1.6806  -0.1519
C 3.6560 -1.1125 -1.7467  -0.0946
C 4.3289 0.0267 -1.3234  -0.0410
C 3.5873 1.1259 -0.9363  -0.1961
O 4.1268 2.3469 -0.5416  -0.1183
C 5.5223 2.4654 -0.4906  -0.0978
N -0.7335 1.8321 -0.7528  0.0570
C -2.0427 2.3011 -0.6723  -0.2334
C -2.8106 2.0322 0.4598  -0.0295
C -4.1304 2.4295 0.5524  -0.0908
C -4.7155 3.1403 -0.4835  -0.0969
C -3.9753 3.4126 -1.6178  -0.0135
C -2.6528 2.9966 -1.7317  -0.2261
O -1.9965 3.3597 -2.8910  -0.0891
C -1.1455 2.4017 -3.4896  -0.0681
H 2.7674 2.1234 2.9984  0.0962
H 2.8454 3.8052 3.5854  0.0988
H 3.9711 3.2442 2.3157  0.0915
H 3.6285 5.5417 2.2095  0.1034
H 3.4102 7.7404 1.1828  0.1009
H 1.5646 8.1975 -0.3977  0.0995
H 0.0336 6.3766 -1.0428  0.1169
H -0.8682 4.2845 -0.4379  0.1442
H 2.2189 2.9865 -0.4361  0.1217
H 1.7955 -2.0640 -2.0422  0.0262
H 4.2258 -1.9642 -2.1020  0.0968
H 5.4091 0.0468 -1.3257  0.0972
H 5.7243 3.4947 -0.1891  0.0907
H 5.9789 2.2828 -1.4702  0.0945
H 5.9616 1.7816 0.2450  0.0958
H -2.3337 1.5084 1.2750  0.1094
H -4.7075 2.1951 1.4359  0.1006
H -5.7378 3.4832 -0.4102  0.0980
H -4.4067 3.9530 -2.4469  0.1147
H -1.0462 2.7108 -4.5299  0.0909
H -1.5803 1.4008 -3.4345  0.0985
H -0.1565 2.3698 -3.0275  0.0793
O -2.2339 -0.5162 -0.6536  -0.5531
S -3.5472 -1.1725 -0.7646  1.0691
C -3.2956 -2.6746 -1.8681  -0.2720
C -3.2185 -4.0328 -1.1836  -0.2413
C -2.3676 -5.0608 -1.9460  -0.2278
C -0.9479 -5.1295 -1.4034  -0.2842
S 0.0020 -3.5342 -1.6656  1.0078
O -0.6052 -2.5478 -0.7690  -0.5256
C 1.4647 -4.1706 -0.7992  -0.3889
C 1.6887 -3.7478 0.4949  -0.0544
C 2.8115 -4.1963 1.1666  -0.0546
C 3.7115 -5.0402 0.5356  -0.0799
C 3.4936 -5.4311 -0.7771  -0.0814
C 2.3576 -5.0052 -1.4469  -0.0916
C -3.7878 -2.0666 0.7982  -0.3717
C -5.0318 -2.5808 1.1275  -0.0897
C -5.1684 -3.3159 2.2932  -0.0758
C -4.0751 -3.5140 3.1239  -0.0731
C -2.8413 -2.9753 2.7964  -0.0480
C -2.6936 -2.2569 1.6221  -0.0678
H -2.3752 -2.4306 -2.3948  0.0729
H -4.1307 -2.6463 -2.5666  0.0874
H -4.2331 -4.4152 -1.0441  0.1161
H -2.7732 -3.9201 -0.1959  0.0887
H -2.3511 -4.8264 -3.0112  0.1122
H -2.8251 -6.0476 -1.8362  0.1149
H -0.3657 -5.8879 -1.9217  0.0875
H -0.9512 -5.3421 -0.3356  0.1068
H 1.0020 -3.0480 0.9423  0.0855
H 2.9914 -3.8612 2.1748  0.1072
H 4.5860 -5.3917 1.0618  0.1013
H 4.2102 -6.0611 -1.2841  0.1029
H 2.1693 -5.3171 -2.4646  0.1103
H -5.8810 -2.4146 0.4809  0.1136
H -6.1264 -3.7414 2.5540  0.1050
H -4.1894 -4.0958 4.0252  0.1034
H -1.9808 -3.1182 3.4331  0.1118
H -1.7310 -1.8640 1.3287  0.0771
C -0.0159 -0.2756 3.7438  0.0196
C 0.0831 -0.1491 2.2193  -0.7026
O -0.0439 0.9633 1.7046  0.0051
O 0.2311 -1.1934 1.5516  -0.0779
H 0.4387 0.5868 4.2245  0.0717
H 0.4604 -1.1956 4.0763  0.0750
H -1.0748 -0.2951 4.0022  0.0787

Cartesian forces (eV/Å) of the 6 atoms listed first:
Mg -0.179 -0.407 -0.392
C 0.214 -0.061 0.212
O -0.375 0.428 -0.296
C -0.139 -0.072 0.042
C 0.107 -0.072 0.076
C 0.013 0.033 -0.029

Values from the calculation:
**E_LUMO**: 0.4 eV
**HOMO-LUMO gap**: 7.32 eV
**Total charge**: 0
**Maximum force**: 2.43 eV Å⁻¹
**HOMO level**: -6.935 eV


No. 4
The following is a DFT calculation (ωB97M-V with the def2-TZVPD basis set) of a structure of composition C6H9N in a non-equilibrium geometry.

Last column: Löwdin charge in e.
Positions of all 16 atoms, in Å:
C -1.7200 -0.6389 -0.9365  -0.0907
N -0.5273 0.1394 -0.8395  -0.1470
C -0.2586 1.1282 0.1863  -0.2243
C 0.7083 0.6507 1.2611  -0.1354
C 0.8858 -0.8226 0.9478  -0.0954
C 0.8080 -0.3938 -0.5558  -0.2108
C 1.1899 1.0518 -0.1438  -0.0917
H -1.9482 -1.2289 -0.0380  0.0765
H -1.5926 -1.2806 -1.8154  0.0856
H -2.5253 0.0738 -1.1499  0.0855
H -0.7586 2.0802 0.2900  0.1392
H 0.8079 1.1220 2.2399  0.1251
H 0.1277 -1.5260 1.3274  0.1028
H 1.8818 -1.1808 1.2232  0.1088
H 1.3142 -1.0021 -1.3053  0.1362
H 1.5226 1.8480 -0.8043  0.1356

Cartesian forces (eV/Å) of the 6 atoms listed first:
C -0.144 -0.130 0.039
N -0.080 -0.031 -0.048
C -0.225 0.567 -0.136
C -0.008 0.038 0.186
C 0.022 -0.038 -0.035
C 0.340 -0.206 -0.352

Values from the calculation:
**E_LUMO**: 1.2 eV
**HOMO-LUMO gap**: 9.30 eV
**Total charge**: 0
**Maximum force**: 1.10 eV Å⁻¹
**HOMO level**: -8.122 eV


Result set for E: -29704.5735, -195982.3418, -88096.7991, -7854.3240 eV, one per record in the order listed.